[1]
C5H7NO in the gas phase. Source: the Open Molecules 2025 dataset; level of theory: ωB97M-V/def2-TZVPD.

XYZ file:
```
14
Properties=species:S:1:pos:R:3:forces:R:3:nbo_charge:R:1
C 1.95924 0.13762 -0.01440 -0.007 0.006 -0.149 -0.6830
C 0.59307 -0.42292 -0.24562 -0.123 0.345 0.073 0.4458
O 0.53829 -1.76560 -0.36581 -0.135 -0.066 0.158 -0.6489
C -0.56653 0.27649 -0.16039 0.183 0.035 0.144 -0.3108
C -1.76007 -0.27066 0.59413 -0.144 -0.054 -0.052 -0.6163
C -0.59196 1.64156 -0.56957 0.083 0.998 -0.235 0.2684
N -0.66222 2.70793 -1.02385 0.084 -0.886 0.558 -0.3414
H 2.73570 -0.60796 -0.19883 -0.133 0.164 -0.131 0.2358
H 2.00210 0.43784 1.04219 0.097 -0.057 -0.260 0.2379
H 2.12627 1.03733 -0.61197 0.019 -0.126 0.027 0.2549
H -0.34200 -1.92934 -0.74011 0.259 -0.419 0.235 0.4905
H -1.80129 0.30125 1.53138 -0.211 -0.098 -0.183 0.2282
H -2.72363 -0.17360 0.09110 0.095 -0.010 -0.039 0.2230
H -1.60410 -1.31426 0.88722 -0.067 0.168 -0.146 0.2159
```
Forces are in eV/Å.

E_HOMO   -8.8 eV

***

[2]
C5H7NO in the gas phase. Source: the Open Molecules 2025 dataset; level of theory: ωB97M-V/def2-TZVPD.

XYZ file:
```
14
Properties=species:S:1:pos:R:3:forces:R:3:nbo_charge:R:1
O 2.76073 -1.31784 -0.02671 -0.058 -0.164 0.130 -0.6534
C 2.41562 -0.11835 0.49534 -0.045 0.205 0.111 0.1755
C 1.15490 0.26570 0.60846 0.112 0.146 -0.507 -0.1890
C 0.23758 0.82212 -0.15487 0.034 -0.043 -0.107 -0.2207
C -1.23750 0.86390 -0.12023 0.072 0.156 -0.127 -0.1291
C -1.90607 -0.42184 -0.46034 -0.134 -0.182 -0.221 -0.2363
N -2.07477 0.18798 0.85303 0.107 -0.010 0.282 -0.5699
H 1.92970 -1.78121 -0.21802 0.241 0.001 -0.090 0.4833
H 3.27535 0.49417 0.74156 0.011 -0.229 0.400 0.1919
H 0.63295 1.23423 -1.08417 -0.169 0.065 -0.100 0.1995
H -1.65338 1.78363 -0.52947 -0.077 -0.179 0.119 0.2055
H -1.25817 -1.29529 -0.53529 -0.125 0.201 -0.033 0.1875
H -2.77234 -0.42879 -1.11648 0.015 0.004 0.218 0.1979
H -1.50461 -0.28841 1.54719 0.016 0.029 -0.076 0.3575
```
Forces are in eV/Å.

E_HOMO   -8.9 eV

***

[3]
C5H7NO in the gas phase. Source: the Open Molecules 2025 dataset; level of theory: ωB97M-V/def2-TZVPD.

XYZ file:
```
14
Properties=species:S:1:pos:R:3:forces:R:3:nbo_charge:R:1
C -0.07102 -0.81704 1.19489 0.765 -0.645 0.112 -0.6992
C 0.77324 0.40845 1.03497 0.182 -0.121 -0.189 -0.1714
C 0.99479 0.92415 -0.17230 -0.139 -0.088 0.163 -0.2211
C 0.33023 0.45472 -1.45105 0.039 0.187 -0.141 -0.2610
N -0.90878 -0.30379 -1.34358 -0.786 0.646 -0.046 -0.5570
C -1.70133 -0.43217 -0.42521 -1.619 0.225 -1.904 0.8556
O -2.62221 -0.68912 0.25418 0.457 0.333 -0.402 -0.5121
H 0.47687 -1.70741 1.45218 0.854 -0.128 0.971 0.2330
H -0.86932 -0.68544 1.94578 0.184 -0.250 -0.734 0.2408
H -0.30779 -1.17097 0.15504 0.253 -0.060 2.292 0.2357
H 1.21946 0.86262 1.91922 0.003 -0.080 -0.190 0.2076
H 1.68916 1.75541 -0.29994 -0.233 -0.094 0.014 0.2137
H 1.04210 -0.11827 -2.05871 -0.197 0.009 0.079 0.2166
H 0.06119 1.33209 -2.04297 0.238 0.065 -0.025 0.2189
```
Forces are in eV/Å.

E_HOMO   -9.6 eV

***

[4]
2 unconnected molecules or ions with the total composition C5H7NO. Source: the Open Molecules 2025 dataset; level of theory: ωB97M-V/def2-TZVPD.

XYZ file:
```
14
Properties=species:S:1:pos:R:3:forces:R:3:nbo_charge:R:1
C 2.67206 -1.17981 -2.30227 0.747 0.184 -0.412 0.1168
C -0.53458 -0.46873 -0.83174 -1.275 0.162 0.404 0.2883
C -0.98829 1.45334 0.75020 -3.096 -1.127 -0.748 -0.3816
C -1.72129 0.37427 1.46151 -2.791 -0.203 -0.239 -0.3864
C -0.54933 0.06077 0.50371 0.453 -0.661 2.946 -0.4031
N 3.29693 -0.66382 -1.50283 0.474 0.277 0.743 -0.3531
O 0.56281 -1.07552 -1.03920 2.455 -0.723 0.871 -0.6466
H 2.20714 -1.60754 -3.13313 -0.644 -0.458 -0.596 0.2327
H 1.27671 -1.00577 -0.26641 -1.593 -0.205 -1.484 0.4594
H -1.67197 1.89408 0.03199 0.624 0.161 -0.247 0.2326
H -0.32592 2.03138 1.22619 2.192 2.356 1.603 0.2123
H -1.63659 0.07772 2.49851 0.960 0.244 0.021 0.2198
H -2.87115 0.30543 1.29792 2.285 -0.133 -0.759 0.2260
H 0.28348 -0.19578 1.30553 -0.791 0.127 -2.105 0.1830
```
Forces are in eV/Å.

E_HOMO   -8.6 eV

***

[5]
A molecular structure, C5H7NO. Source: the Open Molecules 2025 dataset; level of theory: ωB97M-V/def2-TZVPD.

XYZ file:
```
14
Properties=species:S:1:pos:R:3:forces:R:3:nbo_charge:R:1
C -0.30386 0.71058 -1.58115 4.221 -4.334 0.130 -0.3660
C -0.07799 1.16917 -0.06318 0.340 3.344 -2.308 -0.1228
C -0.59980 -0.59621 -0.62179 -4.623 -2.328 -3.503 -0.0821
C 0.64877 -1.04156 0.04951 1.294 -3.193 -0.221 -0.0170
C 0.96572 0.22411 0.51467 6.840 4.947 4.206 0.0303
H -1.12574 1.18449 -2.01521 -1.596 0.405 -0.211 0.2164
H 0.51016 0.52968 -2.50182 -1.535 0.738 2.908 0.1992
H -0.16489 2.32462 -0.25253 0.746 -1.791 2.324 0.2305
H -1.21287 0.00366 1.30209 0.218 1.232 -2.505 0.3812
H -1.28737 -1.46900 -0.97771 1.031 1.549 0.552 0.1987
H 1.20408 -1.99041 -0.14065 -0.215 1.375 -0.704 0.2286
H 1.92530 0.77016 1.05805 -1.899 -1.873 -2.297 0.2258
N -1.19958 0.39106 0.26943 -3.448 -1.541 2.544 -0.6121
O 0.59392 -0.86089 1.48167 -1.374 1.470 -0.915 -0.5109
```
Forces are in eV/Å.

E_HOMO   -9.2 eV

***

[6]
C5H7NO in the gas phase. Source: the Open Molecules 2025 dataset; level of theory: ωB97M-V/def2-TZVPD.

XYZ file:
```
14
Properties=species:S:1:pos:R:3:forces:R:3:nbo_charge:R:1
C 0.41083 1.35387 0.04809 -0.134 -0.014 -0.221 -0.2345
C -0.41607 1.18152 -0.98862 0.161 0.190 0.078 -0.0372
N -1.37846 0.16792 -1.12431 0.049 -0.161 0.134 -0.5338
C -1.32128 -1.01703 -0.66956 -0.165 0.111 -0.079 0.4249
O -0.37548 -1.69862 0.00293 -0.134 0.116 -0.027 -0.4898
C 0.81476 -1.00531 0.37605 0.117 0.183 0.152 -0.0679
C 0.42547 0.32722 1.13123 0.110 -0.216 -0.170 -0.4878
H 1.21299 2.08434 0.00597 -0.369 0.242 0.041 0.2124
H -0.43322 1.89983 -1.80213 0.027 -0.108 0.011 0.2012
H -2.16784 -1.68661 -0.82834 0.088 0.160 -0.030 0.1712
H 1.42668 -1.76706 0.87075 -0.242 0.379 0.378 0.1998
H 1.34145 -0.72268 -0.54165 0.012 -0.102 0.240 0.1829
H -0.59263 0.23591 1.54571 0.312 -0.295 -0.144 0.2301
H 1.05280 0.64670 1.97387 0.168 -0.485 -0.365 0.2286
```
Forces are in eV/Å.

E_HOMO   -8.6 eV

***

Energy relative to the best compared isomer or geometry (same formula, charge and spin) values, unit eV, following the record order: 1.3373 3.8298 2.2283 5.4234 6.0687 1.6275.
HOMO-LUMO gap values, unit eV, following the record order: 9.285 9.528 10.482 9.686 10.293 9.602.